9
Properties=species:S:1:pos:R:3:mulliken_charge:R:1 method="wB97M-V/def2-TZVPD" homo_ev="-9.5 / -9.8" orbital_gap_ev="6.88 / 6.57"
C 0.68729 -0.11947 -0.11160 0.61
C -0.30205 -0.19745 0.96702 -1.26
N 1.00641 0.98795 -0.58966 -0.52
S 1.17462 -1.59259 -0.83600 -0.12
I -2.77361 0.76580 -1.97112 0.01
H -1.20739 -0.79858 0.90670 0.34
H -0.47489 0.67233 1.41269 0.34
H 0.37106 -0.74441 1.62904 0.37
H 1.51855 1.02642 -1.40705 0.22

=====

21
Properties=species:S:1:pos:R:3:mulliken_charge:R:1 method="wB97M-V/def2-TZVPD" homo_ev=-9.1 orbital_gap_ev=9.93
C -0.07985 -1.54434 -2.08913 -1.19
C 0.40211 -0.43409 -1.18948 0.03
C -0.00233 -0.09114 0.03395 0.01
C -1.23905 -0.63347 0.66834 -1.39
C 0.85031 0.71451 0.99368 -0.27
C 1.19665 -0.07534 2.26051 -1.28
H 0.34818 -2.47777 -1.73168 0.28
H -1.16512 -1.49558 -2.15419 0.33
H 0.34571 -1.41897 -3.08896 0.34
H 1.21975 0.17373 -1.55400 0.32
H -1.18213 -1.51653 1.30144 0.29
H -1.95362 -0.81033 -0.13950 0.43
H -1.73862 0.17946 1.18762 0.36
H 0.35028 1.65258 1.18933 0.41
H 1.77715 1.03061 0.48861 0.36
H 0.40154 0.01538 2.99508 0.31
H 2.13296 0.31327 2.67085 0.37
H 1.27830 -1.13688 2.04274 0.32
O -0.71838 2.80716 -1.27617 -0.67
H -0.65630 1.92664 -0.88055 0.34
H -1.56753 2.82112 -1.72849 0.29

=====

95
Properties=species:S:1:pos:R:3:mulliken_charge:R:1 method="wB97M-V/def2-TZVPD" homo_ev=-10.0 charge=+1 orbital_gap_ev=1.19
Hg 11.11535 -17.35796 42.22137 0.27
Hg 7.37019 -17.73405 46.86548 0.16
O 8.48861 -14.21637 44.90745 -0.34
C 7.93790 -13.02349 45.46953 -0.23
C 7.88193 -12.87272 47.02601 -0.15
O 7.18823 -13.93195 47.71748 -0.35
H 7.00157 -12.67474 45.03392 0.28
H 8.57530 -12.20125 45.14435 0.26
H 7.55660 -11.83896 47.14264 0.26
H 8.89558 -12.84548 47.42584 0.25
N 8.27452 -19.26779 39.98252 -0.17
S 8.21035 -20.47298 39.03348 1.03
O 7.57200 -20.19080 37.72387 -0.54
O 8.25297 -21.82575 39.51879 -0.55
F 9.69050 -20.26806 38.43844 -0.28
S 6.64949 -19.25972 40.55601 1.05
O 6.54073 -19.06222 42.05260 -0.57
O 5.69094 -20.12965 39.86932 -0.51
F 6.25011 -17.76484 40.12211 -0.23
N -0.24359 -16.75631 42.93622 -0.01
C -0.90332 -17.93309 42.80955 -0.45
C -0.73257 -18.44715 41.61330 -0.44
C -0.11566 -17.47607 40.84304 -0.20
C 0.30509 -16.46721 41.69071 -0.35
H -0.15399 -16.19386 43.77032 0.21
H -1.45989 -18.26366 43.67403 0.38
H -1.01133 -19.39699 41.18146 0.38
H 0.11950 -17.39977 39.79171 0.39
H 0.94091 -15.61999 41.48006 0.37
N 3.10051 -18.63154 34.19321 0.02
C 3.12582 -17.62038 33.33515 -0.35
C 1.75820 -17.17015 33.09393 -0.32
C 0.93546 -18.01758 33.90668 -0.40
C 1.82932 -18.93263 34.55959 -0.29
H 3.96309 -19.03260 34.53263 0.23
H 4.01484 -17.21116 32.87844 0.38
H 1.42519 -16.31403 32.52598 0.39
H -0.14245 -17.98130 33.96315 0.39
H 1.75539 -19.72200 35.29297 0.39
N 0.82983 -26.33011 39.33772 -0.03
C 0.54231 -27.67646 39.06223 -0.33
C 1.66586 -28.23657 38.52128 -0.36
C 2.65564 -27.23499 38.38847 -0.29
C 2.11642 -26.06774 38.94916 -0.46
H 0.16214 -25.61948 39.60099 0.24
H -0.50550 -27.92948 39.12928 0.36
H 1.75967 -29.24032 38.13387 0.37
H 3.58956 -27.37741 37.86510 0.38
H 2.60152 -25.10311 38.92507 0.39
N 9.85882 -25.71356 44.38352 -0.02
C 8.73999 -26.38213 44.03380 -0.32
C 8.82649 -27.61695 44.63376 -0.22
C 9.91575 -27.71697 45.47648 -0.53
C 10.57707 -26.47389 45.25285 -0.26
H 10.04574 -24.75065 44.14272 0.23
H 8.01598 -26.01085 43.32363 0.38
H 8.08914 -28.34202 44.32235 0.36
H 10.33070 -28.55543 46.01611 0.39
H 11.43553 -26.02505 45.73032 0.38
C 1.48691 -21.60851 47.00326 -0.94
C 2.24635 -20.37269 47.50065 -0.21
O 3.65808 -20.63900 47.49230 -0.51
H 0.43979 -21.51912 47.29250 0.30
H 1.90272 -22.45424 47.55091 0.31
H 1.68968 -21.86144 45.96258 0.27
H 2.03695 -19.98250 48.49665 0.27
H 2.06475 -19.49575 46.87929 0.24
H 3.79361 -21.48016 47.93467 0.28
C 9.06222 -14.34917 34.76888 -0.88
C 8.06919 -14.40014 35.96537 -0.20
O 8.66815 -14.86914 37.22329 -0.52
H 8.51004 -14.11669 33.85831 0.30
H 9.69810 -15.23155 34.69715 0.29
H 9.79106 -13.55568 34.93406 0.25
H 7.21307 -15.03764 35.74459 0.23
H 7.66815 -13.42234 36.23213 0.24
H 8.73127 -15.80904 37.40824 0.28
C 14.74737 -25.12738 36.13079 -1.02
C 15.29369 -24.75192 37.49884 -0.24
O 14.31589 -24.07496 38.27266 -0.47
H 13.94610 -25.84593 36.30327 0.29
H 15.36508 -25.41313 35.27938 0.36
H 14.40323 -24.19335 35.68666 0.27
H 16.11879 -24.06135 37.32449 0.29
H 15.64452 -25.70742 37.88876 0.23
H 13.56957 -24.66412 38.40495 0.29
C 16.46852 -20.67220 42.75229 -1.10
C 15.89458 -19.47525 42.02011 -0.09
O 14.64715 -19.82275 41.33881 -0.50
H 16.53527 -21.47599 42.01910 0.31
H 15.86669 -21.00180 43.59921 0.28
H 17.49497 -20.54601 43.09667 0.33
H 16.67892 -19.17335 41.32601 0.22
H 15.69994 -18.65228 42.70782 0.26
H 14.65874 -20.73042 41.02641 0.28

=====

10
Properties=species:S:1:pos:R:3:mulliken_charge:R:1 method="wB97M-V/def2-TZVPD" homo_ev="-9.7 / -10.3" orbital_gap_ev="8.46 / 7.26" multiplicity=4
Pt -1.12644 0.59486 -0.84634 1.11
N -0.80685 -0.87890 0.66205 -0.41
S 0.19377 0.29481 1.38540 0.63
O -0.15793 1.49749 0.45888 -0.58
S -2.39884 -0.84198 1.00719 0.40
O -2.97798 0.01761 -0.16317 -0.48
O 1.60220 -0.21655 0.91759 -0.38
C 1.96338 -0.12829 -0.83551 0.68
O 1.67970 0.91879 -1.36563 -0.51
O 2.02899 -1.25783 -1.22046 -0.45

=====

25
Properties=species:S:1:pos:R:3:mulliken_charge:R:1 method="wB97M-V/def2-TZVPD" homo_ev=-9.2 orbital_gap_ev=9.97
C 2.12104 0.72611 -0.22597 -1.26
C 0.73909 0.91189 -1.03628 1.18
C 0.83812 2.00332 -2.13865 -1.73
C 0.29704 -0.39032 -1.70175 -1.00
N -0.75146 -1.05123 -0.97176 -0.45
H 3.08079 1.01779 -0.72271 0.34
H 2.31604 -0.41033 -0.09893 0.29
H 1.96194 1.20598 0.72917 0.34
H -0.08147 1.17474 -0.10522 -0.04
H 1.51461 2.72951 -1.85600 0.50
H 1.15756 1.51574 -3.06478 0.38
H -0.10281 2.47771 -2.38310 0.35
H 1.20150 -1.02034 -2.02937 0.30
H -0.07191 -0.16068 -2.71422 0.42
H -0.38759 -1.42703 -0.04307 0.18
H -1.24395 -1.90493 -1.52753 0.26
O -1.55908 -0.52851 3.65190 -0.63
H -1.96436 -1.39193 3.91967 0.33
H -2.12920 -0.04692 3.16619 0.29
O 0.53130 -2.35913 2.22844 -0.64
H 0.21845 -1.65515 2.77052 0.35
H 0.84085 -3.16916 2.66405 0.29
O -2.98669 0.53412 0.87810 -0.67
H -3.39989 0.87660 0.10223 0.29
H -2.13990 0.34213 0.50906 0.33

=====

11
Properties=species:S:1:pos:R:3:mulliken_charge:R:1 method="wB97M-V/def2-TZVPD" homo_ev=-9.1 orbital_gap_ev=9.29
H 0.39655 1.91814 0.16576 0.30
N 1.30643 1.40750 -0.02395 -0.73
C 0.95979 0.17108 -0.00793 0.32
N 1.87864 -0.86273 -0.11628 -0.49
C -0.43550 -0.26490 -0.06139 0.20
N -1.40977 0.53217 -0.07965 -0.33
S -2.92682 -0.13548 0.00340 -0.12
H 1.53139 -1.73771 0.17084 0.20
H 2.82599 -0.64678 0.22825 0.29
H -0.55604 -1.38526 -0.01534 0.20
H -3.57066 1.00397 -0.26371 0.16

=====

10
Properties=species:S:1:pos:R:3:mulliken_charge:R:1 method="wB97M-V/def2-TZVPD" homo_ev=-9.4 orbital_gap_ev=9.64
H 0.39719 -2.29058 -0.23970 0.24
N -0.40011 -1.66091 -0.29757 -0.56
C -0.13286 -0.44876 -0.04475 0.59
C -1.19881 0.60410 -0.08187 -0.96
N 1.08121 -0.03435 0.44821 -0.03
N 1.94959 0.62581 -0.14072 -0.46
H 2.66592 0.61731 0.64689 0.30
H -0.94024 1.35485 -0.83084 0.29
H -1.28030 1.09837 0.88427 0.31
H -2.14160 0.13415 -0.34391 0.28

=====

14
Properties=species:S:1:pos:R:3:mulliken_charge:R:1 method="wB97M-V/def2-TZVPD" homo_ev="-5.8 / -5.9" charge=-1 orbital_gap_ev="6.75 / 6.97"
C -0.31943 -1.03973 1.81605 -1.20
C -0.82770 -0.17030 0.60443 -0.29
O 2.62308 0.36617 -0.60713 -0.65
O 0.73406 -1.11886 -1.59161 -0.64
O 0.74656 3.05257 -1.80823 -0.35
O 0.26010 0.56829 0.24549 -0.27
P 1.20945 0.18534 -1.03050 0.81
S 0.79007 1.75481 -2.46216 0.33
Br -2.04676 0.91177 -2.34192 -0.47
H -0.11292 -0.49799 2.70928 0.33
H -0.93156 -1.89981 1.98681 0.37
H 0.70927 -1.34397 1.51429 0.28
H -1.70493 0.30878 0.96004 0.42
H -1.12931 -1.07708 0.00514 0.32

=====

For the records above, the corresponding electronic energy values read -829.1350 -312.2152 -3347.6716 -1384.5182 -443.0122 -641.6268 -243.4003 -3693.8293 Eh.